Entry 1:
{
  "formula": "C2H2N2O2",
  "method": "wB97M-V/def2-TZVPD",
  "homo_lumo_gap_ev": 11.47,
  "energy_ev": -9177.567,
  "smiles": "N#CC[N+](=O)[O-]",
  "de_lowest_kj_mol": 407.1,
  "e_homo_ha": -0.4399,
  "species": ["O", "O", "N", "N", "C", "C", "H", "H"],
  "positions_angstrom": [[1.7322, 0.7510, 0.8241], [1.3750, -0.1333, -1.1553], [-1.3607, -1.9202, -0.6030], [1.0426, 0.3237, -0.0951], [-0.9365, -0.9188, -0.1871], [-0.3897, 0.3415, 0.2231], [-0.9233, 1.1085, -0.2140], [-0.5396, 0.4476, 1.2073]],
  "forces_ev_per_a": [[0.25, -0.25, -1.10], [0.48, 0.27, 0.02], [0.77, 1.92, 1.01], [0.62, 0.67, 1.24], [-1.54, -2.89, -1.59], [0.05, -2.01, -1.88], [-0.64, 1.86, -1.51], [0.02, 0.43, 3.81]],
  "lowdin_charge": [0.0950, 0.1233, 0.1845, -0.3896, -0.1757, -0.0628, 0.1276, 0.0978]
}


Entry 2:
{
  "formula": "C6H17FeNO7P",
  "method": "wB97M-V/def2-TZVPD",
  "s2": 6.010,
  "homo_lumo_gap_ev": [4.69, 4.65],
  "energy_ev": -65999.440,
  "charge": -1,
  "de_lowest_kj_mol": 0.0,
  "multiplicity": 5,
  "e_homo_ha": [-0.0873, -0.0863],
  "species": ["Fe", "P", "O", "O", "O", "O", "O", "O", "O", "N", "C", "C", "C", "C", "C", "C", "H", "H", "H", "H", "H", "H", "H", "H", "H", "H", "H", "H", "H", "H", "H", "H", "H"],
  "positions_angstrom": [[-0.1879, -25.2344, 14.9499], [0.8252, -22.8395, 14.8287], [-2.1325, -24.3016, 14.8504], [-1.0761, -26.2334, 13.1132], [0.9970, -23.9033, 16.0111], [-0.3945, -21.9767, 15.0873], [-1.1382, -26.5128, 16.4269], [2.0741, -22.1394, 14.3616], [0.4619, -23.9404, 13.6748], [1.2112, -26.8260, 15.0654], [0.5214, -28.0610, 15.5254], [-2.9642, -24.9694, 13.9193], [1.4840, -29.1201, 16.0187], [-0.4356, -27.7148, 16.6776], [-2.1672, -25.3639, 12.7097], [-2.2750, -26.3438, 17.2278], [-2.8056, -25.8982, 11.9991], [2.1626, -28.7077, 16.7677], [-1.7302, -24.4633, 12.2734], [-0.5619, -26.3849, 12.3158], [1.9685, -26.6396, 15.7211], [-2.1268, -26.7694, 18.2288], [-2.4499, -25.2792, 17.3689], [-0.1061, -28.4019, 14.7012], [2.1105, -29.5106, 15.2113], [-2.3795, -23.3763, 14.9795], [0.0738, -27.6670, 17.6458], [-3.8320, -24.3673, 13.6366], [0.9785, -29.9941, 16.4416], [-1.1638, -28.5392, 16.7093], [1.6593, -26.9824, 14.1687], [-3.1678, -26.8047, 16.7879], [-3.4151, -25.8632, 14.3834]],
  "forces_ev_per_a": [[1.15, 1.79, -0.37], [0.65, -0.45, -0.84], [-1.30, -0.74, 0.28], [-1.28, -0.32, -0.24], [-0.08, -0.09, 0.34], [-0.78, 0.18, 0.14], [0.34, -0.51, -0.18], [0.09, 0.08, 0.65], [-0.64, -0.39, -0.39], [0.23, -1.43, 0.62], [0.06, 0.90, 0.25], [-0.34, -0.14, 0.41], [0.28, -0.64, -0.33], [-0.37, -0.50, -0.36], [0.46, 0.04, -0.22], [-0.50, 0.31, 0.76], [-0.04, 0.07, -0.04], [-0.12, 0.03, 0.09], [0.04, -0.01, -0.04], [0.39, 0.24, 0.17], [-0.12, 0.58, -0.05], [0.11, -0.06, -0.15], [0.06, 0.02, -0.25], [0.13, -0.11, -0.09], [-0.06, 0.16, -0.05], [0.97, 0.42, -0.12], [0.10, 0.16, -0.03], [0.21, 0.21, -0.23], [-0.08, 0.14, 0.11], [0.07, 0.01, 0.25], [-0.09, 0.10, -0.05], [0.14, -0.05, -0.10], [0.33, 0.00, 0.09]],
  "mulliken_spin": [3.6866, -0.0090, 0.0080, 0.0106, 0.0764, 0.0034, 0.0324, 0.0085, 0.1612, 0.0348, -0.0050, -0.0012, 0.0033, 0.0004, -0.0054, 0.0081, 0.0023, -0.0009, -0.0015, 0.0002, -0.0029, -0.0016, 0.0008, -0.0016, 0.0001, 0.0000, -0.0035, 0.0034, -0.0002, -0.0009, -0.0025, 0.0003, -0.0043]
}


Entry 3:
{
  "formula": "C7H9BF3N",
  "method": "wB97M-V/def2-TZVPD",
  "homo_lumo_gap_ev": 9.04,
  "energy_ev": -17722.099,
  "smiles": "[H]/B=N/C(F)(F)F.CC1=CC=CC1",
  "de_lowest_kj_mol": 202.2,
  "e_homo_ha": -0.3095,
  "species": ["F", "F", "F", "N", "C", "C", "C", "C", "C", "C", "C", "B", "H", "H", "H", "H", "H", "H", "H", "H", "H"],
  "positions_angstrom": [[2.5832, 1.0546, 0.0312], [2.4015, 0.2592, 2.0502], [4.1538, -0.3193, 0.8675], [2.2017, -1.1752, 0.2501], [-0.6525, 0.7752, 0.6104], [-1.4889, 1.8993, -1.5031], [2.8162, -0.0754, 0.7830], [-0.5987, -0.6465, 1.0938], [-1.4713, -1.3509, 0.3657], [-1.3174, 0.6108, -0.7402], [-1.8532, -0.6125, -0.8694], [1.5090, -2.1583, -0.0855], [0.9333, -3.0022, -0.7263], [0.4171, 1.1604, 0.4605], [-0.7112, 1.9844, -2.2978], [-2.5038, -1.1136, -1.4693], [-1.5008, -2.4862, 0.4571], [-2.6115, 1.9234, -1.8460], [-0.0675, -0.9077, 2.0053], [-1.2002, 2.7406, -0.9091], [-1.0388, 1.4399, 1.4721]],
  "forces_ev_per_a": [[0.73, -1.03, 0.53], [0.25, -0.46, -0.97], [-0.71, 0.84, -0.09], [-0.11, 0.13, 0.47], [2.53, -0.35, 0.55], [-1.21, -1.15, -1.55], [0.17, -0.01, 0.18], [-1.09, 0.95, 1.22], [1.59, -2.60, -0.56], [-1.11, 2.11, 0.75], [1.78, 0.65, 3.43], [-0.30, 0.08, -1.19], [0.48, 0.46, 0.89], [-1.41, -0.35, 0.11], [-1.04, -0.34, -0.18], [-1.53, -0.55, -2.44], [-0.60, 1.58, -0.04], [2.39, 0.52, 0.15], [-0.24, -0.23, -0.22], [-0.48, 0.51, 0.77], [-0.08, -0.75, -1.81]],
  "lowdin_charge": [0.0980, 0.1067, 0.1197, 0.2261, -0.1501, -0.0592, -0.6414, -0.1748, -0.1269, -0.2873, -0.0238, 0.0103, 0.0607, 0.1216, 0.0848, 0.0727, 0.1192, 0.1190, 0.1061, 0.0524, 0.1661]
}


Entry 4:
{
  "formula": "C21H43Cl16INOSi",
  "method": "wB97M-V/def2-TZVPD",
  "homo_lumo_gap_ev": 9.33,
  "energy_ev": -242341.656,
  "charge": 1,
  "e_homo_ha": -0.4455,
  "species": ["I", "Cl", "Cl", "Cl", "Cl", "Cl", "Cl", "Cl", "Cl", "Cl", "Cl", "Cl", "Cl", "Cl", "Cl", "Cl", "Cl", "Si", "O", "N", "C", "C", "C", "C", "C", "C", "C", "C", "C", "C", "C", "C", "C", "C", "C", "C", "C", "C", "C", "C", "C", "H", "H", "H", "H", "H", "H", "H", "H", "H", "H", "H", "H", "H", "H", "H", "H", "H", "H", "H", "H", "H", "H", "H", "H", "H", "H", "H", "H", "H", "H", "H", "H", "H", "H", "H", "H", "H", "H", "H", "H", "H", "H", "H"],
  "positions_angstrom": [[2.4046, 2.2682, -0.9794], [0.4307, -0.3423, -8.1211], [6.6026, 3.2288, 1.8082], [-1.6678, 0.3534, -5.3757], [-3.3960, 8.9613, -0.3580], [-3.0851, 4.1624, -0.4562], [-2.2166, 9.3045, 4.8403], [0.1607, 1.6207, -3.4928], [-1.9733, 1.4769, -0.7018], [0.6807, -2.7221, -6.4506], [3.5256, -2.9027, -2.7513], [3.9831, -4.1957, -0.1728], [-4.0559, 8.0495, 2.9555], [-4.0893, -1.8159, -4.7071], [5.8318, 4.7449, -0.5631], [-3.6429, -3.1235, -2.1379], [-2.2641, 7.9248, -2.8395], [-1.6038, -3.6078, 2.4120], [4.4765, 0.2265, -0.3075], [0.3418, -1.5591, 1.6968], [4.6280, -3.0723, -1.3789], [3.2982, 0.5580, 0.0009], [0.9477, -0.7638, 4.1347], [-0.2032, -4.8365, 2.8555], [1.0484, -0.7623, 0.6057], [-0.9590, -2.1727, 1.2451], [2.5413, -0.3353, 1.0980], [-2.5521, -2.8902, 3.9260], [6.2733, 3.1556, 0.0729], [-0.9429, -2.8142, -0.2226], [1.5369, -1.5564, -7.4684], [-0.1890, -1.9501, -1.3415], [-1.6414, 3.2105, -0.8166], [1.1336, -2.2615, 4.6665], [-2.9915, -1.9940, -3.3360], [0.0472, -0.5980, 2.8208], [-2.9258, -4.6339, 1.4195], [-3.3370, 9.5698, 3.4994], [-3.3851, 7.6189, -1.5069], [-0.9588, 1.8788, -4.8388], [1.2891, -1.6265, -0.7378], [-2.7949, 10.0210, 2.6696], [0.7240, -4.5403, 2.2262], [0.9911, -2.3279, 1.9321], [-0.4163, 2.3299, -5.6684], [-4.3882, 7.4906, -1.9108], [1.8157, -2.5843, -0.4127], [-3.5270, -3.9855, 0.6998], [0.0511, -4.8159, 3.9641], [5.5839, -3.4501, -1.7380], [-2.8317, -1.8050, 3.6861], [-0.8599, 3.4689, -0.1036], [-0.4169, -3.8452, -0.1643], [-3.0772, 6.7130, -0.9876], [-3.6610, -5.0028, 2.2308], [-0.0571, -2.5841, -2.2968], [1.9843, -0.2937, 4.0773], [0.4294, 0.1502, 0.2716], [-2.4621, -5.5576, 0.9254], [-1.9942, -3.0414, -0.6364], [2.2972, -1.0568, -6.8704], [-2.0266, -3.0267, 4.9263], [1.8304, -1.0590, -1.5611], [-0.7515, -1.0124, -1.6603], [7.1659, 2.8044, -0.4421], [-3.5589, -3.4517, 4.0130], [-2.8515, -1.0213, -2.8661], [1.8982, -2.2217, 5.5321], [0.2617, 0.4637, 2.4188], [-1.3089, 3.4403, -1.8278], [1.6270, -2.9490, 3.8800], [2.0071, -2.0869, -8.2948], [5.4515, 2.4641, -0.1017], [4.7675, -2.0966, -0.9145], [2.5191, 0.3082, 2.0519], [-1.0425, -0.5722, 3.1556], [0.1953, -2.7328, 5.1029], [-1.7742, -1.3558, 1.2500], [-2.0354, -2.3716, -3.6950], [-0.4908, -5.8855, 2.4733], [0.3951, -0.1929, 4.9744], [-4.1308, 10.2382, 3.8287], [-1.7566, 2.5453, -4.5139], [3.1176, -1.2878, 1.3808]],
  "forces_ev_per_a": [[0.26, -0.73, 0.75], [0.15, 0.02, -0.09], [-0.02, -0.12, 0.01], [-0.01, 0.24, 0.09], [-0.05, -0.01, -0.08], [0.08, -0.12, 0.02], [0.01, 0.10, -0.02], [0.09, 0.06, -0.07], [0.03, -0.17, 0.10], [0.06, -0.08, 0.08], [0.18, -0.06, -0.19], [0.04, -0.05, 0.16], [-0.09, -0.01, 0.05], [0.03, -0.09, 0.11], [-0.04, -0.06, -0.08], [-0.38, -0.10, -0.21], [0.00, -0.13, -0.06], [-1.21, -0.98, 0.14], [-4.91, 1.64, 1.14], [-0.29, 1.09, -1.15], [0.26, 0.27, -0.06], [4.30, -2.90, -0.20], [-0.43, -0.44, 1.01], [0.77, -0.12, -0.69], [2.14, 0.81, -2.53], [-2.13, -0.47, -1.52], [-1.21, 0.73, 0.58], [-0.86, -0.03, 0.11], [0.03, -0.14, -0.15], [0.54, -0.41, -0.85], [0.24, 0.09, -0.08], [1.08, -1.05, 0.48], [0.17, 0.37, -0.05], [1.04, 0.15, 0.34], [0.14, 0.24, -0.24], [0.73, 2.14, 2.17], [-0.41, -0.06, 0.53], [-0.03, 0.22, -0.09], [-0.14, -0.15, 0.09], [-0.21, 0.10, -0.36], [-2.29, 0.14, 0.37], [-0.01, -0.18, 0.12], [-1.11, -0.60, 1.13], [-0.33, 0.39, 0.41], [0.02, -0.16, 0.14], [0.17, 0.15, 0.01], [-0.56, 1.17, -0.85], [0.77, -1.07, 0.80], [-0.22, -0.28, -1.56], [-0.23, -0.07, 0.03], [0.43, -1.37, 0.75], [-0.18, -0.10, -0.03], [-0.65, 1.55, -0.14], [0.05, 0.30, -0.09], [1.09, 0.43, -1.32], [-0.23, 0.87, 1.53], [-1.43, -0.56, -0.32], [0.70, -1.39, 1.06], [-0.77, 1.46, 0.43], [1.76, 0.53, 1.39], [-0.21, -0.05, -0.02], [-0.66, 0.54, -1.29], [-0.25, -0.59, 1.56], [0.82, -1.01, 0.70], [-0.09, 0.15, 0.13], [1.60, 0.85, -0.14], [-0.14, -0.13, -0.06], [-1.23, -0.05, -1.37], [-0.47, -1.77, 0.52], [-0.12, -0.14, 0.12], [-0.92, 0.97, 1.19], [-0.20, 0.03, 0.11], [0.12, 0.17, 0.06], [-0.12, -0.15, -0.05], [-0.06, -0.79, -1.43], [1.49, -0.67, -0.85], [1.13, 0.67, -0.87], [1.50, -0.94, 0.01], [-0.20, -0.04, 0.01], [0.43, 1.60, 0.87], [0.85, -0.75, -1.45], [0.10, -0.20, 0.03], [0.10, -0.17, 0.04], [-0.45, 1.47, -0.88]],
  "lowdin_charge": [0.9375, 0.4970, 0.5051, 0.5252, 0.5026, 0.5771, 0.5017, 0.4350, 0.5070, 0.4841, 0.5517, 0.5190, 0.4715, 0.5282, 0.4963, 0.5880, 0.4996, 0.5851, -0.0662, -0.0717, -0.9805, -0.7281, -0.1921, -0.1908, -0.2556, -0.2811, -0.1047, -0.1942, -1.0389, -0.2044, -1.0178, -0.1633, -1.0235, -0.1095, -1.0477, -0.1294, -0.1903, -1.0345, -1.0420, -0.9713, -0.1602, 0.0150, 0.0370, 0.1458, 0.0345, 0.0327, 0.0667, 0.0207, 0.0388, 0.0360, 0.0394, 0.0176, 0.1316, -0.0519, 0.0521, 0.1257, 0.1056, 0.1071, 0.0558, 0.0041, 0.0262, 0.0358, 0.0884, 0.0720, 0.0346, 0.0528, 0.0022, 0.1014, 0.1455, -0.0001, 0.0706, 0.0302, -0.0463, 0.0004, 0.1171, 0.1251, 0.0620, 0.1431, 0.0142, 0.0604, 0.1345, 0.0300, 0.0327, 0.1387]
}


Q: Number 2 is which compound?
A: C6H17FeNO7P